[1]
# C9H20N2OS

2 unconnected molecules or ions with the total composition C9H20N2OS in a non-equilibrium geometry (ωB97M-V/def2-TZVPD, the OMol25 dataset).

## Properties
* LUMO (spin up / spin down): -0.5778 / -0.5755 eV
* orbital gap (spin up / spin down): 8.0 / 8.0 eV

```
33
Properties=species:S:1:pos:R:3:forces:R:3:nbo_charge:R:1
C 3.7852 -0.4952 0.1522 -1.60 0.33 3.53 -0.401
C 2.7178 -1.6349 0.4557 0.07 2.59 0.65 -0.390
C 3.1683 0.7896 0.7581 3.44 2.38 -6.55 -0.371
C 1.5315 -1.3152 -0.4554 2.89 2.23 1.64 -0.413
C 2.1068 1.2033 -0.3524 0.83 -3.92 0.73 -0.389
C 1.0241 0.1291 -0.2026 0.28 -1.69 -0.93 -0.090
C -2.4053 1.8826 0.0992 -3.96 -0.98 2.50 -0.635
C -4.4287 0.0821 0.5304 1.61 1.79 2.43 -0.643
C -3.2577 0.6367 -0.2814 1.87 -0.25 1.98 -0.356
N -2.3198 -2.0049 -0.7384 0.44 0.62 0.58 -1.120
N -0.0782 0.3958 -1.1066 -3.17 0.93 3.33 -0.721
O -1.6587 -0.7928 1.3698 -0.22 0.50 -1.77 -0.901
S -1.9592 -0.6726 -0.0676 1.63 -0.92 -0.79 1.874
H 4.6895 -0.6521 0.6752 1.18 -0.70 0.52 0.197
H 4.0262 -0.2514 -0.8416 0.03 -0.53 -1.56 0.197
H 3.2557 -2.5117 0.3275 0.30 -2.22 -0.77 0.208
H 2.3161 -1.7079 1.5451 1.07 0.70 -1.51 0.194
H 2.8182 0.5353 1.6586 -1.72 -0.21 3.47 0.195
H 3.9695 1.6572 0.7799 -1.49 -1.69 0.37 0.192
H 1.8938 -1.3716 -1.4269 0.08 -0.55 -2.16 0.188
H 0.7829 -1.9218 -0.1665 -2.88 -2.34 0.08 0.210
H 1.7856 2.1171 -0.0745 -1.59 3.19 0.21 0.206
H 2.4031 1.1047 -1.4278 0.56 0.65 1.07 0.197
H 0.8215 0.0367 0.8747 -1.25 0.78 -0.23 0.218
H -2.9118 2.7218 -0.2928 -0.26 1.24 -0.44 0.217
H -2.4910 1.9197 1.2191 0.41 0.26 -0.91 0.216
H -1.4270 1.7915 -0.2114 1.93 -0.03 -0.79 0.264
H -3.9052 -0.1467 1.5278 -1.83 -0.35 -1.12 0.244
H -4.9253 -0.6468 -0.0366 0.04 -1.99 -0.28 0.230
H -5.2747 0.7580 0.6507 0.47 0.84 0.38 0.227
H -3.6174 0.5334 -1.2342 0.11 0.28 -3.03 0.215
H -2.1944 -2.1014 -1.7411 -0.05 0.36 0.10 0.389
H -0.2416 -0.0678 -1.9662 0.79 -1.28 -0.73 0.354
```
Positions in Å, forces in eV/Å.

***

[2]
# C35H38F2N5O10P

3 unconnected molecules or ions with the total composition C35H38F2N5O10P in a non-equilibrium geometry (ωB97M-V/def2-TZVPD, the OMol25 dataset).

## Properties
* SMILES: COCCCCCCCC1=C(N(C(=O)F)C(=O)F)C(=O)c2ccc([PH2]=N)c(CCC(N)=O)c2C1=O.O=[N+]([O-])c1ccccc1.O=[N+]([O-])c1ccccc1
* LUMO: -1.8188 eV
* orbital gap: 7.2 eV

```
91
Properties=species:S:1:pos:R:3:forces:R:3:lowdin_charge:R:1
C 3.5734 4.3062 1.5146 -0.61 0.78 0.52 -0.138
O 4.3416 3.3344 0.8021 -0.77 0.76 -0.77 -0.210
C 3.7111 3.0750 -0.4716 0.21 -1.35 -0.36 -0.243
C 4.5465 2.0047 -1.3004 0.23 0.83 0.68 -0.170
C 3.7919 1.5151 -2.6045 0.71 -0.12 0.14 -0.190
C 3.5948 -0.0576 -2.6850 -0.43 0.26 -0.07 -0.182
C 2.0568 -0.4898 -2.8742 1.46 -0.21 0.88 -0.197
C 1.6266 -1.2079 -1.5339 -0.33 -0.33 -0.73 -0.181
C 0.1357 -1.7687 -1.5499 -0.37 0.37 0.68 -0.098
C -0.5630 -1.3776 -0.1970 0.11 -0.10 -0.25 -0.022
C -0.1036 -1.7475 1.0368 -1.05 1.53 -0.77 -0.074
N 1.1053 -2.5531 1.1771 -0.30 -0.27 0.88 0.128
C 1.7943 -2.3251 2.4245 0.21 0.20 0.27 -0.410
O 1.8292 -3.1116 3.3063 0.52 0.51 -0.41 0.207
F 2.3815 -1.0793 2.5316 -1.20 -1.69 -0.68 0.122
C 0.8876 -3.9519 0.9194 0.50 -1.13 0.25 -0.423
O -0.1548 -4.4864 0.7829 0.36 0.51 -0.24 0.213
F 2.0525 -4.7020 0.8081 -1.23 1.86 0.32 0.104
C -0.9055 -1.2446 2.2958 -0.26 0.77 -0.97 -0.222
O -1.0898 -1.9078 3.2894 0.36 0.49 -1.10 0.104
C -1.5013 0.2035 2.1370 -0.32 1.38 -0.19 -0.031
C -1.5353 1.1094 3.2983 -1.08 0.90 -2.69 0.024
C -2.0708 2.4749 3.0580 0.41 -1.75 -1.33 -0.054
C -2.5353 2.8943 1.7316 1.04 -1.48 -0.18 -0.255
P -3.1331 4.6715 1.5785 -1.08 -0.20 0.34 0.704
N -4.6062 4.8837 2.1231 1.12 0.23 0.14 -0.322
C -2.5180 1.9712 0.5508 0.52 -0.66 1.95 -0.112
C -3.0188 2.3790 -0.8690 -0.09 0.08 0.01 -0.167
C -1.8303 2.7164 -1.8655 -1.11 -0.60 -0.71 -0.082
C -2.5063 3.1442 -3.2359 0.05 0.74 -0.26 -0.481
N -3.3427 2.2125 -3.9510 1.00 0.10 1.59 0.121
O -2.3577 4.2684 -3.6716 -0.22 -0.84 0.63 0.061
C -1.9882 0.6236 0.7866 0.34 0.50 1.50 -0.004
C -1.8479 -0.4669 -0.3381 0.53 0.30 1.41 -0.244
O -2.6285 -0.6055 -1.2502 0.77 0.13 0.44 0.108
H 2.8451 3.8365 2.2445 0.79 0.25 -0.76 0.090
H 4.2268 5.0184 2.0959 -0.39 -0.97 -0.62 0.093
H 2.9550 4.9496 0.8193 0.67 -0.66 0.57 0.086
H 3.6039 4.0211 -1.0795 -0.02 -0.85 0.68 0.130
H 2.7050 2.6062 -0.2580 0.64 0.66 -0.37 0.123
H 4.8229 1.1682 -0.5914 -0.47 0.75 -0.84 0.112
H 5.5178 2.5042 -1.5740 -0.87 -0.54 0.23 0.111
H 2.8061 2.0483 -2.6840 0.82 -0.53 0.03 0.101
H 4.4197 1.8273 -3.4843 -0.80 -0.16 0.77 0.107
H 3.9908 -0.5189 -1.7367 -0.38 0.41 -0.90 0.093
H 4.2129 -0.4903 -3.5284 -0.70 0.56 0.91 0.110
H 2.0421 -1.1838 -3.7575 -0.34 0.74 1.15 0.097
H 1.4100 0.4180 -3.0564 0.71 -1.12 0.01 0.103
H 2.3033 -2.1013 -1.3805 -0.52 1.23 0.09 0.118
H 1.7196 -0.4685 -0.6828 0.16 -0.90 -0.86 0.121
H -0.4540 -1.3497 -2.4188 0.61 -0.41 1.09 0.099
H 0.1168 -2.8872 -1.6458 0.06 0.96 0.01 0.124
H -1.1584 0.8216 4.3132 -0.44 0.15 -1.24 0.116
H -2.0845 3.1857 3.9273 -0.08 -0.71 -1.10 0.110
H -3.0392 4.9886 0.1792 0.47 -0.34 0.64 0.002
H -2.1499 5.5131 2.2110 -0.09 -0.67 -0.49 0.012
H -4.5830 5.5859 2.8688 -0.31 -0.32 -0.25 -0.046
H -3.6946 3.2852 -0.8342 0.75 -1.05 0.20 0.102
H -3.6404 1.5483 -1.3131 0.76 0.85 0.70 0.110
H -1.2280 3.5743 -1.4761 -0.34 -0.88 -0.55 0.122
H -1.2280 1.7853 -2.0707 -0.30 0.98 0.44 0.114
H -3.2318 1.2767 -3.5541 -0.47 0.28 -0.17 0.074
H -4.3191 2.5157 -3.9589 0.49 -0.11 -0.28 0.104
O -1.5906 -0.9310 10.3558 -0.04 0.00 -0.33 0.073
N -1.8203 -0.9216 9.1587 -0.25 0.15 0.25 -0.352
O -2.8288 -0.4593 8.6530 0.28 -0.10 0.10 0.071
C -0.8166 -1.5105 8.2657 0.40 -0.25 -0.37 -0.149
C 0.3290 -2.0800 8.8063 0.10 -0.05 0.19 -0.006
C 1.2656 -2.6573 7.9595 -0.14 0.06 -0.14 -0.064
C 1.0549 -2.6580 6.5852 0.04 0.00 0.09 -0.060
C -0.0902 -2.0766 6.0516 0.21 -0.03 0.09 -0.056
C -1.0320 -1.5002 6.8932 -0.10 0.06 -0.13 0.002
H 0.5026 -2.0847 9.8750 -0.20 0.09 -0.07 0.118
H 2.1600 -3.1103 8.3710 -0.08 0.05 0.02 0.108
H 1.7853 -3.1144 5.9264 -0.07 0.05 0.03 0.097
H -0.2518 -2.0754 4.9781 0.08 -0.07 0.58 0.062
H -1.9223 -1.0528 6.4682 0.00 -0.03 0.21 0.117
O 1.1106 -0.6587 -6.7400 -0.19 -0.14 0.26 0.093
N 0.3500 -1.1844 -5.9477 0.05 0.25 -0.03 -0.325
O 0.2156 -0.8349 -4.7853 -0.52 -0.06 -0.78 0.022
C -0.4540 -2.3166 -6.4186 -0.31 -0.52 -0.18 -0.139
C -0.3013 -2.7670 -7.7235 0.12 0.04 -0.18 0.000
C -1.0468 -3.8540 -8.1586 -0.07 0.01 0.18 -0.064
C -1.9382 -4.4776 -7.2935 -0.01 -0.01 -0.01 -0.069
C -2.0920 -4.0137 -5.9924 0.09 0.03 -0.15 -0.063
C -1.3479 -2.9291 -5.5494 -0.05 0.01 0.20 0.001
H 0.3903 -2.2883 -8.4052 -0.01 0.08 0.21 0.121
H -0.9312 -4.2179 -9.1725 0.02 0.06 0.07 0.110
H -2.5151 -5.3300 -7.6347 0.04 0.07 0.02 0.109
H -2.7901 -4.5010 -5.3222 0.06 0.07 -0.02 0.110
H -1.4732 -2.5775 -4.5327 0.13 0.10 -0.12 0.112
```
Positions in Å, forces in eV/Å.

***

Calculated total energy, -25514.309; -79550.707 eV (same order as the records).
Calculated energy relative to the best compared isomer or geometry (same formula, charge and spin), 6.722; 2.780 eV (same order as the records).